*A*
C5H14 | the ωB97M-V functional and the def2-TZVPD basis

SMILES ... CCC.CC
HOMO-LUMO gap ... 12.22 eV
Multiplicity ... 1
Molecular weight ... 74.17 u

Last column: natural (NBO) charge in e.
Element x y z (Å)
H1 -1.43388 2.90437 0.82325  0.21
C1 -0.26535 1.67784 -0.62790  -0.40
H2 1.74784 -1.51605 -0.11153  0.20
H3 -1.54766 0.34776 -2.05466  0.21
H4 0.25125 1.34838 0.23341  0.20
H5 -0.53048 -0.35532 -0.88109  0.21
C2 0.91915 -2.85453 1.39239  -0.61
H6 0.34454 -3.32077 0.60118  0.21
H7 0.37193 2.32779 -1.19892  0.19
C3 -0.58634 0.49925 -1.55671  -0.62
C4 1.34090 -1.46196 0.90399  -0.60
H8 -1.55478 3.31743 -0.94157  0.20
H9 2.10605 -0.96174 1.49033  0.20
H10 0.28919 -2.69253 2.26863  0.20
H11 -2.40538 1.96979 -0.29466  0.20
H12 0.53500 -0.74047 0.81773  0.20
H13 1.78681 -3.40381 1.71113  0.21
C5 -1.48712 2.53862 -0.19735  -0.61
H14 0.11834 0.37596 -2.37765  0.21

***

*B*
C5H14 | the ωB97M-V functional and the def2-TZVPD basis

SMILES ... CCC.CC
HOMO-LUMO gap ... 12.07 eV
Multiplicity ... 1
Molecular weight ... 74.17 u

Last column: natural (NBO) charge in e.
Element x y z (Å)
H1 -1.43365 0.62584 -3.22865  0.19
C1 1.00566 0.37289 1.54602  -0.61
H2 1.28842 -2.17772 -0.05847  0.20
H3 0.55101 -3.17128 1.10946  0.22
C2 0.52607 -2.14278 0.76908  -0.62
C3 0.85627 -1.17455 1.93117  -0.39
H4 1.36965 1.05521 2.33668  0.21
H5 -0.35856 -1.86098 0.16043  0.21
H6 0.44382 1.98568 -1.77377  0.21
H7 -2.53523 0.96567 -1.95904  0.20
C4 -1.70192 1.40054 -2.32385  -0.59
H8 0.03474 0.57610 1.06233  0.20
H9 -0.18942 0.31650 -1.14378  0.20
C5 -0.50029 1.37976 -1.37241  -0.61
H10 -0.82605 1.67501 -0.36342  0.20
H11 -0.01809 -1.12561 2.59782  0.19
H12 1.68009 -1.47600 2.51750  0.20
H13 -1.97791 2.38351 -2.64049  0.21
H14 1.78537 0.39220 0.83339  0.20

***

*C*
C5H14 | the ωB97M-V functional and the def2-TZVPD basis

SMILES ... CCC.CC
HOMO-LUMO gap ... 11.92 eV
Multiplicity ... 1
Molecular weight ... 74.17 u

Last column: natural (NBO) charge in e.
Element x y z (Å)
H1 0.75316 0.53469 3.83920  0.20
H2 -0.95499 1.66225 2.24004  0.20
H3 -0.34204 0.36811 -0.52853  0.21
H4 0.17158 0.95808 -3.42500  0.21
C1 -0.64372 -0.58754 -1.23081  -0.62
H5 1.48606 -0.94522 -1.18478  0.20
H6 -0.34513 -0.80540 3.65851  0.21
C2 1.06746 0.58384 -2.89432  -0.63
C3 0.15262 -0.12360 3.07378  -0.61
H7 0.85789 -0.46836 2.32639  0.21
H8 0.85959 -1.55284 -2.55202  0.19
H9 -1.99172 0.61077 3.23425  0.20
H10 1.66962 0.09468 -3.75288  0.21
H11 -1.57587 0.21565 1.70434  0.20
H12 1.66756 1.42690 -2.37189  0.21
C4 -1.16223 0.60794 2.54926  -0.60
H13 -0.99760 -1.55727 -0.77004  0.22
H14 -1.40831 -0.38231 -1.96552  0.20
C5 0.73608 -0.64038 -1.94997  -0.41

***

How do the structures above rank in stability at the extremes? *A* comes first and *C* comes last.